Record 1
ORCA calculation (wB97M-V/def2-TZVPD) on a cluster of 8 separate species, C27H44O24 in total.

Geometry as XYZ:
```
95
Properties=species:S:1:pos:R:3:lowdin_charge:R:1
C 1.124 -1.006 3.610 -0.0678
C 1.679 0.132 4.416 -0.2020
O 3.045 0.428 4.129 0.0590
C 3.250 1.383 3.228 -0.5936
O 2.429 1.929 2.543 0.1141
O 4.563 1.642 3.213 0.0076
C 5.018 2.779 2.477 -0.0330
H 0.163 -1.322 4.018 0.0273
H 1.801 -1.853 3.494 0.0924
H 0.870 -0.675 2.600 0.0757
H 1.615 -0.123 5.478 0.1297
H 1.016 0.998 4.369 0.1279
H 5.593 3.372 3.187 0.0952
H 4.212 3.376 2.061 0.0923
H 5.697 2.418 1.710 0.0803
C 0.762 3.221 -1.681 -0.0501
C -0.123 2.244 -2.447 -0.2049
O 0.577 1.157 -3.038 0.0131
C 1.136 1.372 -4.245 -0.5992
O 0.973 2.343 -4.923 0.1533
O 1.710 0.212 -4.558 -0.0230
C 2.541 0.079 -5.705 -0.0310
H 1.153 2.792 -0.762 0.0690
H 0.207 4.146 -1.545 0.0835
H 1.597 3.467 -2.349 0.0843
H -0.747 2.746 -3.185 0.1278
H -0.798 1.806 -1.710 0.1073
H 2.272 -0.876 -6.151 0.0949
H 3.590 0.050 -5.409 0.0906
H 2.405 0.885 -6.423 0.0966
C -4.831 -1.501 -1.363 -0.0448
C -4.949 0.013 -1.231 -0.2118
O -6.170 0.431 -1.859 0.0363
C -7.243 0.498 -1.081 -0.6175
O -7.277 0.309 0.105 0.1215
O -8.296 0.818 -1.830 0.0043
C -9.520 1.026 -1.129 -0.0415
H -4.969 -1.789 -2.405 0.0813
H -5.636 -1.907 -0.746 0.0819
H -3.884 -1.897 -1.010 0.0568
H -4.208 0.542 -1.825 0.1194
H -4.880 0.270 -0.180 0.1126
H -9.383 1.579 -0.205 0.0945
H -9.978 0.053 -0.942 0.0978
H -10.187 1.567 -1.795 0.0914
O -1.253 -0.704 3.936 0.1344
C -1.837 -1.733 3.924 -0.5517
O -2.320 -2.398 4.990 0.0749
C -2.736 -3.722 4.577 -0.0817
C -2.893 -3.550 3.060 -0.1129
O -2.033 -2.458 2.785 0.0540
H -1.925 -4.369 4.901 0.1329
H -3.690 -3.981 5.028 0.1299
H -3.923 -3.336 2.775 0.1344
H -2.578 -4.460 2.551 0.1329
O 3.207 -4.008 0.151 0.1661
C 3.549 -3.818 -0.970 -0.5764
O 4.751 -4.100 -1.484 0.0785
C 4.747 -3.864 -2.899 -0.0809
C 3.402 -3.156 -3.148 -0.1116
O 2.745 -3.227 -1.890 0.0307
H 5.639 -3.305 -3.160 0.1331
H 4.725 -4.833 -3.397 0.1274
H 2.832 -3.711 -3.895 0.1279
H 3.459 -2.134 -3.517 0.1076
O -2.148 0.234 0.254 0.1555
C -1.322 -0.570 -0.029 -0.5735
O -0.034 -0.259 -0.233 0.0458
C 0.716 -1.434 -0.551 -0.1103
C -0.273 -2.561 -0.156 -0.0914
O -1.521 -1.896 -0.169 0.0531
H 0.973 -1.377 -1.610 0.1117
H 1.654 -1.516 -0.010 0.1204
H 0.019 -2.895 0.838 0.1288
H -0.149 -3.325 -0.918 0.1330
O -0.245 5.189 4.092 0.1619
C -0.734 4.547 3.223 -0.5766
O -0.026 3.731 2.406 0.0554
C -0.888 3.185 1.400 -0.1047
C -2.246 3.791 1.719 -0.1014
O -2.051 4.483 2.954 0.0701
H -0.524 3.646 0.476 0.0918
H -0.745 2.127 1.200 0.1129
H -3.131 3.161 1.650 0.1295
H -2.481 4.573 0.985 0.1264
O 6.509 -0.934 -0.404 0.1794
C 5.555 -0.294 -0.705 -0.5500
O 4.774 -0.569 -1.778 0.0459
C 3.770 0.447 -1.900 -0.1037
C 3.879 1.181 -0.573 -0.1197
O 5.189 0.873 -0.120 0.0628
H 4.070 1.113 -2.712 0.1380
H 2.786 0.011 -2.039 0.1037
H 3.130 0.819 0.138 0.1239
H 3.702 2.251 -0.654 0.1322
```

* SMILES: CCOC(=O)OC.CCOC(=O)OC.CCOC(=O)OC.O=C1OCCO1.O=C1OCCO1.O=C1OCCO1.O=C1OCCO1.O=C1OCCO1
* gap between HOMO and LUMO: 10.56 eV
* highest occupied orbital energy: -10.411 eV
* largest force on an atom: 2.874 eV Å⁻¹
* ΔE to the lowest compared entry with this formula, charge and spin: 28.7 kcal per mole


Record 2
ORCA calculation (wB97M-V/def2-TZVPD) on the ion C25H45N14O7 with charge +1.

Geometry as XYZ:
```
91
Properties=species:S:1:pos:R:3:lowdin_charge:R:1
C -2.098 -0.332 3.517 -0.0259
H -1.893 -0.020 4.538 0.0927
H -2.290 0.554 2.915 0.0624
H -2.994 -0.946 3.530 0.0955
C -0.912 -1.131 2.998 -0.2560
N 0.298 -0.347 3.142 0.1479
C 1.583 -0.711 3.262 -0.4059
O 2.449 0.147 3.098 0.0145
C 2.004 -2.122 3.675 -0.2560
N 0.939 -3.108 3.689 0.0476
H 0.722 -3.397 2.739 0.0747
H 1.241 -3.930 4.199 0.0969
H 2.364 -2.013 4.706 0.1637
C 3.203 -2.545 2.796 -0.1086
N 2.913 -2.306 1.396 0.1005
C 3.857 -1.785 0.598 -0.4520
O 5.015 -1.657 0.942 0.0828
C 3.429 -1.241 -0.776 -0.1390
N 2.092 -1.563 -1.201 0.1497
C 1.881 -1.896 -2.496 -0.4335
O 2.752 -1.789 -3.342 0.0581
C 0.557 -2.502 -2.841 -0.1055
C 0.564 -3.228 -3.975 0.0058
N -0.398 -4.016 -4.592 0.1179
C -1.602 -4.508 -4.146 -0.5579
O -2.056 -4.334 -3.024 0.0479
N -2.281 -5.216 -5.075 0.1846
H -1.914 -5.440 -5.983 0.1106
H -3.137 -5.658 -4.789 0.1214
H -0.123 -4.326 -5.512 0.1480
H 1.492 -3.192 -4.530 0.1356
N -0.550 -2.438 -1.985 0.1551
C -1.006 -1.396 -1.282 -0.4233
O -0.500 -0.281 -1.241 0.0461
C -2.295 -1.723 -0.506 -0.1642
N -2.129 -1.342 0.885 0.1559
C -0.989 -1.564 1.527 -0.3794
O -0.018 -2.100 0.993 0.0301
H -2.841 -0.718 1.266 0.0975
H -2.478 -2.804 -0.560 0.1595
C -3.523 -1.005 -1.093 -0.0823
N -3.367 0.427 -1.227 0.0900
C -3.499 1.285 -0.192 -0.4660
O -3.679 0.901 0.953 0.0413
C -3.347 2.745 -0.536 -0.0463
H -3.954 3.320 0.163 0.1260
H -3.684 2.953 -1.553 0.1268
C -1.862 3.160 -0.380 -0.3763
N -1.008 2.605 -1.417 0.0474
H -1.273 2.956 -2.331 0.1110
H 1.843 1.821 2.246 0.0860
H -1.495 2.770 0.573 0.1194
C -1.715 4.687 -0.388 -0.1551
H -0.696 4.927 -0.699 0.1163
H -2.394 5.104 -1.134 0.1189
C -1.986 5.346 0.965 -0.1872
C -0.808 5.295 1.937 -0.2587
N -0.531 3.938 2.424 -0.0261
H 0.132 4.005 3.193 0.0908
H -1.387 3.550 2.816 0.0876
H -1.042 1.588 -1.425 0.0473
H -1.026 5.982 2.766 0.1138
H 0.098 5.651 1.439 0.1169
H -2.217 6.399 0.796 0.1164
H -2.861 4.891 1.436 0.1102
H -3.157 0.790 -2.143 0.1454
H -3.743 -1.426 -2.074 0.1381
H -4.371 -1.195 -0.427 0.1417
H -1.194 -3.233 -2.132 0.0933
H 1.330 -1.565 -0.540 0.0975
H 4.101 -1.670 -1.530 0.1660
C 3.775 0.276 -0.701 -0.2166
N 3.067 0.907 0.391 0.1650
C 2.025 1.724 0.258 -0.3702
N 1.430 2.148 1.377 0.1949
H 0.698 2.858 1.411 0.0595
N 1.632 2.150 -0.933 0.1001
H 0.687 2.568 -1.024 0.0851
C 2.099 1.493 -2.140 -0.1521
C 3.551 1.059 -1.992 -0.0891
H 4.186 1.946 -1.972 0.1268
H 3.835 0.444 -2.845 0.1193
H 1.460 0.631 -2.354 0.0938
H 2.005 2.203 -2.963 0.1292
H 3.306 0.608 1.332 0.1303
H 4.844 0.296 -0.452 0.1559
H 1.947 -2.389 1.107 0.0964
H 3.417 -3.606 2.969 0.1326
H 4.097 -1.968 3.042 0.1266
H 0.184 0.622 2.863 0.1346
H -0.781 -2.045 3.591 0.1322
```

* gap between HOMO and LUMO: 9.11 eV
* total charge: +1
* highest occupied orbital energy: -10.893 eV
* largest force on an atom: 0.743 eV Å⁻¹


Record 3
ORCA calculation (wB97M-V/def2-TZVPD) on a cluster of 3 separate species, C7H12N2O3Si in total.

Geometry as XYZ:
```
25
Properties=species:S:1:pos:R:3:lowdin_charge:R:1
C -1.899 1.753 -0.845 0.1106
C -1.098 0.897 -0.595 -0.3748
C -0.311 0.846 2.385 0.0575
C -2.762 -1.634 -0.814 -0.4209
C 1.710 -0.993 -2.098 -0.1468
C 1.824 -1.280 0.971 -0.1335
C 2.086 1.453 -0.334 -0.1419
N -2.824 0.863 2.339 0.0701
N -1.453 0.997 2.217 -0.1297
O -2.267 -2.022 -1.770 0.2383
O -3.217 -1.262 0.191 0.1807
O -0.385 -0.140 -0.428 -0.1115
Si 1.270 -0.212 -0.466 0.4622
H -2.646 2.430 -0.586 0.0206
H -3.107 0.369 1.515 0.0404
H 1.022 -1.641 -2.546 0.0036
H 1.774 -0.364 -2.954 0.0200
H 2.675 -1.561 -2.099 0.0592
H 1.373 -1.043 1.840 -0.0435
H 1.778 -2.296 0.817 0.0087
H 2.869 -1.254 1.135 0.0343
H 2.571 1.583 0.526 -0.0301
H 2.758 1.721 -1.285 0.0969
H 1.403 2.302 -0.336 0.0302
H -3.143 0.488 3.219 0.0994
```

* gap between HOMO and LUMO: 9.92 eV
* highest occupied orbital energy: -9.420 eV
* largest force on an atom: 5.477 eV Å⁻¹
* ΔE to the lowest compared entry with this formula, charge and spin: 70.7 kcal per mole


Record 4
ORCA calculation (wB97M-V/def2-TZVPD) on a cluster of 6 separate species, C33H31ClFN7O in total.

Geometry as XYZ:
```
74
Properties=species:S:1:pos:R:3:lowdin_charge:R:1
C 6.510 1.432 -1.445 0.0511
C 5.231 1.143 -1.911 -0.1001
C 4.177 2.225 -2.051 -0.2430
C 4.248 2.803 -3.396 -0.1622
N 4.327 2.953 -4.538 0.1951
C 2.781 1.609 -1.773 -0.4340
F 2.930 0.897 -0.613 0.0638
C 1.801 2.676 -1.464 -0.0905
N 0.896 3.358 -1.255 0.2079
C 2.298 0.657 -2.878 -0.0675
C 2.083 -0.768 -2.409 -0.7524
O 2.973 -1.529 -2.246 0.0805
Cl 0.418 -1.376 -2.136 0.7019
H 6.764 1.548 -0.401 0.0511
H 7.308 1.532 -2.182 0.0685
H 4.903 0.143 -2.197 0.1060
H 4.364 3.014 -1.319 0.1579
H 3.016 0.615 -3.693 0.1279
H 1.369 1.038 -3.294 0.1232
C -0.724 2.606 2.858 -0.0771
C -1.163 1.701 3.810 -0.0709
C -1.457 0.410 3.402 -0.1482
N -1.346 -0.010 2.142 0.0504
C -0.924 0.875 1.239 -0.1427
C -0.600 2.187 1.542 -0.0951
H -0.482 3.624 3.136 0.1106
H -1.274 1.989 4.847 0.1042
H -1.801 -0.333 4.112 0.1077
H -0.846 0.503 0.222 0.0933
H -0.261 2.863 0.771 0.0598
C -4.558 4.474 0.102 -0.0805
C -5.907 4.271 0.344 -0.0774
C -6.273 3.251 1.208 -0.1583
N -5.401 2.448 1.817 0.0587
C -4.108 2.657 1.571 -0.1416
C -3.636 3.652 0.728 -0.0651
H -4.231 5.262 -0.565 0.1047
H -6.659 4.890 -0.126 0.0994
H -7.317 3.057 1.429 0.1016
H -3.425 1.987 2.080 0.0817
H -2.575 3.778 0.565 0.0848
C -1.892 -3.131 1.168 -0.0655
C -2.402 -4.065 2.056 -0.0680
C -2.691 -5.335 1.583 -0.1576
N -2.510 -5.715 0.318 0.0418
C -2.020 -4.803 -0.521 -0.1511
C -1.696 -3.507 -0.150 -0.0773
H -1.653 -2.126 1.497 0.0665
H -2.573 -3.814 3.094 0.0995
H -3.089 -6.098 2.245 0.1020
H -1.885 -5.138 -1.544 0.1034
H -1.299 -2.813 -0.879 0.0236
C 8.141 6.627 0.873 -0.0789
C 7.742 5.733 1.853 -0.0720
C 7.561 4.406 1.497 -0.1523
N 7.746 3.938 0.263 0.0465
C 8.129 4.814 -0.666 -0.1553
C 8.341 6.160 -0.415 -0.0708
H 8.295 7.672 1.110 0.1064
H 7.574 6.057 2.871 0.1020
H 7.251 3.671 2.232 0.1037
H 8.271 4.406 -1.661 0.1018
H 8.654 6.825 -1.209 0.1027
C -5.167 -7.856 -0.839 -0.0775
C -6.294 -7.724 -0.044 -0.0746
C -7.406 -8.495 -0.346 -0.1632
N -7.457 -9.357 -1.361 0.0457
C -6.364 -9.469 -2.115 -0.1638
C -5.200 -8.749 -1.898 -0.0752
H -4.276 -7.272 -0.634 0.0767
H -6.310 -7.038 0.792 0.0982
H -8.309 -8.426 0.251 0.0994
H -6.436 -10.177 -2.934 0.0992
H -4.342 -8.883 -2.543 0.0988
```

* SMILES: C=C[C@@H](C#N)[C@@](F)(C#N)CC(=O)Cl.c1ccncc1.c1ccncc1.c1ccncc1.c1ccncc1.c1ccncc1
* gap between HOMO and LUMO: 7.18 eV
* highest occupied orbital energy: -8.374 eV
* largest force on an atom: 2.375 eV Å⁻¹